DFT (ωB97M-V with the def2-TZVPD basis set) results for a structure of composition C24H21Cl2HgN9O2S.

Positions of all 60 atoms, in Å:
Hg1 0.19 0.04 0.17
Cl1 -4.92 0.44 4.80
C1 -4.07 -0.01 3.35
C2 -2.70 -0.15 3.40
C3 -1.95 -0.52 2.26
N1 -0.59 -0.54 2.22
C4 0.21 -0.53 3.33
O1 -0.17 -0.83 4.48
C5 1.58 -0.12 3.08
C6 2.47 -0.04 4.17
C7 3.75 0.41 4.01
C8 4.16 0.82 2.70
C9 3.25 0.71 1.68
N2 1.99 0.25 1.80
C10 -2.66 -0.72 1.04
C11 -4.04 -0.58 1.02
C12 -4.75 -0.22 2.16
Cl2 -6.48 -0.05 2.06
N3 -1.90 -0.94 -0.12
C13 -2.42 -1.55 -1.18
O2 -3.48 -2.19 -1.25
C14 -1.65 -1.42 -2.48
C15 -2.14 -2.11 -3.59
C16 -1.55 -1.93 -4.82
C17 -0.48 -1.05 -4.93
C18 -0.05 -0.41 -3.78
N4 -0.61 -0.60 -2.58
H1 -2.18 -0.02 4.34
H2 2.09 -0.35 5.14
H3 4.43 0.48 4.85
H4 5.15 1.20 2.50
H5 3.55 1.01 0.68
H6 -4.58 -0.75 0.10
H7 -2.99 -2.76 -3.44
H8 -1.92 -2.46 -5.70
H9 0.00 -0.85 -5.87
H10 0.77 0.29 -3.82
N5 -0.37 2.26 2.01
N6 -1.42 2.97 1.41
C19 -1.48 2.99 0.06
N7 -2.65 3.46 -0.45
S1 -0.25 2.48 -0.95
H11 -0.71 1.43 2.49
H12 0.15 2.86 2.63
H13 -2.32 2.95 1.88
H14 -3.18 4.12 0.10
H15 -2.63 3.63 -1.44
N8 2.06 -2.63 -1.17
C20 2.61 -1.53 -1.78
C21 3.51 -1.67 -2.84
C22 4.07 -0.54 -3.39
C23 3.72 0.71 -2.88
C24 2.83 0.75 -1.83
N9 2.28 -0.34 -1.29
H16 1.99 -3.47 -1.72
H17 1.29 -2.45 -0.55
H18 3.77 -2.65 -3.21
H19 4.77 -0.62 -4.21
H20 4.14 1.63 -3.28
H21 2.52 1.70 -1.40

Output
expectation value of S²: 0.764
orbital gap (spin up / spin down): 3.643 / 6.168 eV
total charge: -1
ΔE to the lowest compared entry with this formula, charge and spin: 145.04 kJ/mol
2S+1: 2

DFT (ωB97M-V with the def2-TZVPD basis set) results for a structure of composition C24H21F12NO3Pt.

Positions of all 62 atoms, in Å:
Pt1 -1.20 -0.24 0.66
C1 0.06 -2.16 -5.90
C2 0.14 -1.54 -4.52
C3 0.49 -0.20 -4.34
C4 0.51 0.35 -3.08
C5 0.20 -0.40 -1.92
N1 0.19 0.24 -0.70
C6 1.18 1.14 -0.39
C7 2.49 0.94 -0.86
C8 3.53 1.79 -0.56
C9 3.32 2.90 0.25
C10 4.45 3.82 0.63
C11 2.04 3.10 0.73
C12 0.96 2.27 0.45
C13 -0.46 2.66 0.92
O1 -1.36 1.70 1.21
C14 -1.06 3.56 -0.21
F1 -0.27 4.60 -0.59
F2 -2.24 4.10 0.14
F3 -1.28 2.84 -1.32
C15 -0.41 3.53 2.23
F4 0.04 4.81 2.07
F5 0.40 2.96 3.15
F6 -1.61 3.65 2.79
C16 -0.15 -1.76 -2.10
C17 -0.17 -2.28 -3.39
C18 -0.40 -2.67 -0.87
O2 -1.14 -2.19 0.15
C19 1.01 -3.12 -0.34
F7 0.92 -4.09 0.59
F8 1.82 -3.61 -1.31
F9 1.66 -2.10 0.22
C20 -1.17 -3.98 -1.27
F10 -2.27 -3.69 -1.99
F11 -1.59 -4.66 -0.20
F12 -0.45 -4.87 -2.01
H1 0.77 -1.68 -6.58
H2 -0.94 -2.05 -6.33
H3 0.29 -3.22 -5.86
H4 0.72 0.42 -5.20
H5 0.75 1.39 -2.95
H6 2.67 0.06 -1.47
H7 4.52 1.58 -0.95
H8 5.23 3.82 -0.13
H9 4.91 3.54 1.58
H10 4.10 4.85 0.74
H11 1.88 3.98 1.34
H12 -0.41 -3.32 -3.54
C21 -1.64 0.03 4.01
C22 -2.39 -1.07 3.24
C23 -3.73 -1.34 3.94
C24 -1.56 -2.36 3.27
O3 -2.70 -0.68 1.95
H13 -1.47 -0.25 5.05
H14 -2.22 0.96 3.97
H15 -0.68 0.22 3.53
H16 -3.60 -1.65 4.98
H17 -4.27 -2.12 3.40
H18 -4.34 -0.43 3.91
H19 -1.40 -2.71 4.30
H20 -0.59 -2.19 2.80
H21 -2.06 -3.14 2.69

Output
orbital gap: 5.617 eV
total charge: -2
ΔE to the lowest compared entry with this formula, charge and spin: 0.00 kJ/mol

DFT (ωB97M-V with the def2-TZVPD basis set) results for a structure of composition C24H21F2N7O2Tl.

Positions of all 57 atoms, in Å:
Tl1 1.80 0.96 -1.90
F1 4.93 5.50 -0.17
C1 3.66 5.05 -0.40
C2 3.38 3.70 -0.36
C3 2.10 3.18 -0.58
C4 1.10 4.16 -0.82
C5 1.44 5.51 -0.94
F2 0.51 6.43 -1.31
C6 2.72 6.01 -0.73
C7 -0.34 3.78 -0.95
C8 -1.37 4.53 -0.38
C9 -2.67 4.10 -0.52
C10 -2.95 2.91 -1.17
C11 -1.86 2.24 -1.70
N1 -0.60 2.66 -1.61
H1 4.19 3.03 -0.16
H2 2.96 7.06 -0.84
H3 -1.16 5.42 0.19
H4 -3.47 4.69 -0.07
H5 -3.96 2.53 -1.28
H6 -2.00 1.28 -2.20
N2 4.46 0.66 -0.96
C12 4.56 -0.80 -1.04
C13 3.34 -1.51 -0.40
O1 3.47 -2.73 -0.29
O2 2.35 -0.79 -0.08
H7 5.36 1.08 -1.18
H8 4.23 0.92 -0.01
H9 5.44 -1.22 -0.54
H10 4.61 -1.12 -2.10
C14 -1.13 0.45 1.14
C15 -1.16 -0.50 0.01
N3 -0.33 -0.46 -0.99
C16 -0.65 -1.51 -1.83
C17 -1.71 -2.19 -1.32
N4 -2.05 -1.55 -0.15
C18 -3.14 -1.88 0.73
N5 -3.17 -3.31 1.00
N6 -4.25 -4.04 0.67
N7 -4.06 -5.26 1.03
C19 -2.83 -5.36 1.62
C20 -2.14 -6.47 2.11
C21 -0.86 -6.24 2.58
C22 -0.26 -4.97 2.53
C23 -0.92 -3.88 2.03
C24 -2.21 -4.10 1.59
H11 -0.26 1.09 1.02
H12 -1.03 -0.08 2.08
H13 -2.02 1.08 1.18
H14 -0.09 -1.71 -2.71
H15 -2.25 -3.06 -1.64
H16 -4.11 -1.66 0.31
H17 -3.00 -1.34 1.67
H18 -2.61 -7.44 2.09
H19 -0.28 -7.06 2.96
H20 0.75 -4.84 2.88
H21 -0.46 -2.91 1.93

Output
orbital gap: 6.362 eV
total charge: -1

DFT (ωB97M-V with the def2-TZVPD basis set) results for the molecule C24H21N3O4S2.

Positions of all 54 atoms, in Å:
C1 -0.13 2.78 -3.85
H1 0.91 2.56 -4.11
O1 -0.51 2.14 -2.66
C2 -0.50 0.77 -2.63
C3 -0.08 -0.02 -3.69
C4 -0.15 -1.40 -3.61
C5 -0.63 -2.01 -2.47
C6 -1.03 -1.24 -1.39
C7 -0.96 0.15 -1.45
O2 -1.41 0.84 -0.35
C8 -0.64 1.91 0.14
H2 0.42 1.63 0.22
H3 -0.74 2.80 -0.48
H4 -1.03 2.11 1.14
C9 -1.51 -1.91 -0.13
N1 -0.68 -1.49 1.02
C10 0.67 -1.63 1.04
O3 1.29 -2.18 0.16
C11 1.30 -1.02 2.29
H5 1.04 0.03 2.37
H6 0.99 -1.55 3.18
S1 3.10 -1.18 2.17
C12 3.32 -0.22 0.76
N2 2.49 0.66 0.29
C13 3.13 1.17 -0.82
C14 2.75 2.16 -1.72
C15 3.64 2.46 -2.73
C16 4.87 1.82 -2.84
C17 5.27 0.84 -1.95
C18 4.38 0.54 -0.94
O4 4.49 -0.35 0.09
H7 6.22 0.34 -2.03
H8 5.54 2.09 -3.65
H9 3.39 3.23 -3.44
H10 1.80 2.66 -1.62
N3 -1.38 -0.90 2.00
C19 -2.63 -0.87 1.68
C20 -3.63 -0.29 2.50
C21 -3.48 0.32 3.73
C22 -4.69 0.79 4.25
C23 -5.75 0.54 3.44
S2 -5.29 -0.28 2.00
H11 -6.78 0.79 3.59
H12 -4.78 1.30 5.20
H13 -2.52 0.42 4.20
C24 -2.91 -1.50 0.34
H14 -3.37 -0.78 -0.34
H15 -3.58 -2.35 0.44
H16 -1.40 -3.00 -0.24
H17 -0.68 -3.09 -2.41
H18 0.17 -2.00 -4.45
H19 0.29 0.43 -4.59
H20 -0.23 3.85 -3.65
H21 -0.78 2.51 -4.68

Output
SMILES: COc1cccc([C@@H]2CC(c3cccs3)=NN2C(=O)CSc2nc3ccccc3o2)c1OC
orbital gap: 8.187 eV
ΔE to the lowest compared entry with this formula, charge and spin: 0.00 kJ/mol

DFT (ωB97M-V with the def2-TZVPD basis set) results for a structure of composition C24H21N7STeTl.

Positions of all 55 atoms, in Å:
Tl1 0.41 -1.08 0.09
C1 -0.97 1.85 1.04
N1 -1.04 0.48 1.55
C2 -2.40 -0.07 1.51
C3 -2.84 -0.49 0.13
C4 -4.08 -0.15 -0.39
C5 -4.46 -0.67 -1.62
C6 -3.59 -1.52 -2.29
C7 -2.37 -1.80 -1.72
N2 -2.01 -1.29 -0.54
C8 -0.45 0.40 2.89
C9 1.05 0.59 2.85
C10 1.73 1.14 3.93
C11 3.11 1.27 3.85
C12 3.77 0.85 2.70
C13 3.02 0.30 1.68
N3 1.69 0.18 1.76
C14 -0.91 1.95 -0.46
C15 -1.40 3.07 -1.12
C16 -1.24 3.17 -2.49
C17 -0.61 2.14 -3.17
C18 -0.17 1.05 -2.45
N4 -0.31 0.96 -1.13
H1 -0.06 2.31 1.42
H2 -1.82 2.45 1.41
H3 -3.13 0.63 1.93
H4 -2.40 -0.98 2.12
H5 -4.74 0.52 0.15
H6 -5.42 -0.41 -2.05
H7 -3.86 -1.96 -3.25
H8 -1.65 -2.45 -2.20
H9 -0.67 -0.59 3.30
H10 -0.89 1.14 3.57
H11 1.20 1.46 4.81
H12 3.67 1.70 4.67
H13 4.84 0.95 2.59
H14 3.48 -0.06 0.77
H15 -1.89 3.85 -0.55
H16 -1.61 4.04 -3.02
H17 -0.46 2.19 -4.24
H18 0.33 0.22 -2.93
Te1 0.59 -3.64 1.00
C19 -1.10 -3.60 2.25
C20 -1.13 -3.42 3.61
C21 -2.43 -3.60 4.16
C22 -3.36 -3.90 3.21
S1 -2.67 -4.00 1.65
H19 -0.25 -3.19 4.19
H20 -2.64 -3.50 5.21
H21 -4.41 -4.10 3.35
N5 4.79 1.79 -3.68
C23 4.36 0.98 -2.98
N6 3.93 0.09 -2.12
C24 2.87 -0.47 -1.81
N7 1.91 -1.07 -1.46

Output
orbital gap: 7.819 eV
total charge: +1
ΔE to the lowest compared entry with this formula, charge and spin: 26.62 kJ/mol

DFT (ωB97M-V with the def2-TZVPD basis set) results for a structure of composition C24H22ClN2O7Rh.

Positions of all 57 atoms, in Å:
Rh1 0.00 0.60 0.42
C1 -3.19 3.03 3.54
C2 -1.85 2.44 3.07
C3 -1.24 1.53 4.12
C4 -2.04 1.77 1.73
C5 -2.11 0.37 1.58
C6 -2.32 -0.21 0.31
C7 -2.49 0.60 -0.83
C8 -2.81 0.01 -2.16
C9 -2.42 1.99 -0.66
C10 -2.21 2.56 0.59
H1 -3.05 3.53 4.50
H2 -3.93 2.26 3.67
H3 -3.57 3.76 2.83
H4 -1.16 3.28 2.91
H5 -1.95 0.76 4.44
H6 -0.97 2.10 5.00
H7 -0.35 1.04 3.73
H8 -2.07 -0.28 2.45
H9 -2.44 -1.28 0.21
H10 -2.40 -0.99 -2.25
H11 -2.42 0.63 -2.96
H12 -3.89 -0.06 -2.27
H13 -2.56 2.62 -1.53
H14 -2.21 3.64 0.68
O1 3.25 -1.18 1.77
C11 2.11 -1.32 1.37
O2 1.06 -0.71 1.74
C12 1.87 -2.42 0.31
C13 2.60 -3.58 0.42
C14 2.40 -4.63 -0.48
C15 1.40 -4.52 -1.45
C16 0.65 -3.38 -1.53
C17 0.89 -2.22 -0.71
O3 0.28 -1.14 -0.96
N1 -0.44 -3.34 -2.47
O4 -0.27 -3.86 -3.55
O5 -1.47 -2.81 -2.10
N2 3.17 -5.82 -0.38
O6 4.08 -5.85 0.42
O7 2.87 -6.74 -1.12
H15 3.35 -3.68 1.19
H16 1.21 -5.36 -2.11
Cl1 2.45 1.24 -5.13
C18 2.15 1.54 -3.47
C19 1.28 2.57 -3.09
C20 1.05 2.81 -1.76
C21 1.70 2.05 -0.74
C22 1.52 2.34 0.64
C23 2.60 1.03 -1.17
C24 2.81 0.78 -2.50
H17 0.80 3.16 -3.85
H18 0.40 3.63 -1.47
H19 1.04 3.27 0.91
H20 2.24 1.95 1.35
H21 3.15 0.48 -0.42
H22 3.49 0.00 -2.82

Output
expectation value of S²: 6.051
orbital gap (spin up / spin down): 7.863 / 5.766 eV
ΔE to the lowest compared entry with this formula, charge and spin: 0.00 kJ/mol
2S+1: 5